1.
Computed, not measured: a single C8H10N2O2S molecule at a distorted geometry, with ωB97M-V/def2-TZVPD.

Results
HOMO level = -8.804 eV
F_max = 5.00 eV/A
E_tot = -968.896720 a.u.
Charge = 0
SMILES string = C=C(N)O[S@@](=N)(=O)c1ccccc1
Energy above the lowest of the compared OMol25 structures with the same formula, charge and spin = 97.9 kcal per mole

Each line ends with the Löwdin charge.
Element x y z (Å)
C -2.754678 -0.150222 1.765352  0.051
C -2.498248 0.058755 0.530735  -0.543
N -3.455355 0.052108 -0.557370  0.088
O -1.230108 0.433467 0.153206  -0.195
S -0.547221 -0.536585 -1.009197  0.720
N -0.850076 -2.020490 -0.819654  -0.200
O -0.745253 0.013116 -2.338410  -0.312
C 1.132928 -0.424544 -0.352043  -0.247
C 1.816154 -1.486639 0.221302  -0.064
C 3.049338 -1.292093 0.759383  -0.057
C 3.635207 -0.021940 0.758100  -0.035
C 2.852446 1.045213 0.384903  -0.080
C 1.625977 0.878148 -0.191282  -0.059
H -1.870134 -0.069870 2.468050  0.108
H -3.779314 -0.184363 2.053643  0.063
H -4.259519 -0.608394 -0.420477  0.110
H -3.215795 0.014445 -1.563294  0.084
H -1.813329 -2.382940 -1.191353  0.082
H 1.575587 -2.552186 0.126199  0.122
H 3.420357 -2.037090 1.274475  0.059
H 4.496742 0.236469 1.239307  0.079
H 3.263148 2.004199 0.532909  0.099
H 1.150093 1.718755 -0.693824  0.126

Force components x, y, z for each atom (eV/Å):
1.08 0.14 3.33
-0.71 0.40 -4.75
-0.85 -1.14 0.40
0.38 -0.15 -1.07
0.61 -2.86 -0.55
-2.17 -0.11 -0.32
0.12 0.87 1.27
-0.78 1.26 0.25
-0.61 -1.28 -1.31
-0.53 4.47 -1.51
-2.95 -0.81 0.15
0.61 -0.24 -0.37
-0.63 -0.59 -1.35
-1.59 -0.24 -0.71
-0.37 -0.34 0.60
1.30 1.05 0.17
0.62 0.31 1.29
2.47 1.30 0.79
-0.94 0.73 0.11
2.46 -3.82 2.11
2.50 0.01 1.08
0.25 1.15 -0.09
-0.28 -0.13 0.49

---

2.
Computed, not measured: 2 unconnected molecules or ions with the total composition C5H9NO at a distorted geometry, with ωB97M-V/def2-TZVPD.

Results
HOMO level (spin up / spin down) = -9.052 / -9.053 eV
F_max = 1.12 eV/A
E_tot = -325.731915 a.u.
Charge = 0
Energy above the lowest of the compared OMol25 structures with the same formula, charge and spin = 129.0 kcal per mole

Each line ends with the Löwdin charge.
Element x y z (Å)
C 2.202725 -0.770966 0.182110  -0.026
C 0.130892 -0.064716 0.660328  0.135
C -0.302959 0.108362 -0.745883  -0.641
O -0.100020 -0.947340 -1.481532  -0.163
C -1.875943 0.318917 -0.443764  -0.107
C -2.222316 1.492326 0.357570  -0.235
N -2.435958 2.427813 1.005210  0.142
H 2.798066 -0.010751 -0.328756  0.066
H 2.104007 -0.466827 1.232902  0.052
H 2.737603 -1.727011 0.223907  0.069
H 0.288974 0.777964 1.336768  0.114
H -0.123418 -1.020810 1.114563  0.121
H 0.046450 1.096947 -1.122538  0.158
H 1.335197 -1.039361 -0.535774  0.057
H -2.290365 -0.594081 -0.006430  0.127
H -2.292942 0.419541 -1.448682  0.132

Force components x, y, z for each atom (eV/Å):
0.06 0.09 0.00
0.07 -0.10 -0.04
0.05 0.19 0.25
0.08 -0.06 -0.08
-0.20 -0.03 -0.03
-0.13 0.80 0.55
0.21 -0.91 -0.62
-0.11 -0.09 0.08
0.00 -0.01 -0.08
-0.14 0.09 0.02
0.02 -0.12 -0.12
0.04 0.11 -0.07
-0.06 -0.14 -0.01
-0.02 0.04 0.05
0.06 0.13 -0.04
0.07 0.01 0.13

---

3.
Computed, not measured: a molecular structure, C5H13N2 at a distorted geometry, with ωB97M-V/def2-TZVPD.

Results
HOMO level (spin up / spin down) = -9.586 / -15.628 eV
F_max = 5.03 eV/A
E_tot = -307.312382 a.u.
Charge = +1
Energy above the lowest of the compared OMol25 structures with the same formula, charge and spin = 54.8 kcal per mole
2S+1 = 3

Each line ends with the Löwdin charge.
Element x y z (Å)
C 1.991108 -0.067306 -0.187589  -0.092
C -0.165499 -2.159762 0.138749  -0.022
C -0.854864 1.522996 1.031690  0.051
C -0.786484 0.589963 -1.283677  0.036
C 0.221846 -0.761547 0.563415  -0.137
N 1.908534 1.094777 -0.574937  0.068
N -0.844038 0.226275 0.188725  -0.174
H 2.739159 -0.831208 -0.098125  0.102
H 0.235488 -2.881976 0.761024  0.077
H -1.201023 -2.309089 0.143091  0.084
H 0.209527 -2.329611 -0.815643  0.070
H 0.234945 1.751022 1.168571  0.111
H -1.340735 2.269789 0.403364  0.104
H -1.411061 1.355548 1.926717  0.096
H 0.072925 1.191301 -1.359253  0.051
H -0.560923 -0.319329 -1.821414  0.110
H -1.690317 1.045790 -1.475893  0.086
H 0.187197 -0.685218 1.605046  0.105
H 2.769038 1.548033 -0.762742  0.099
H -1.714817 -0.250457 0.448887  0.176

Force components x, y, z for each atom (eV/Å):
-2.60 -4.27 0.50
1.26 2.06 -0.29
1.65 -0.67 -1.54
0.58 -2.05 1.64
-0.53 0.49 0.22
0.41 1.49 -1.21
0.43 0.86 -0.14
0.00 -0.37 0.40
1.04 -1.26 1.42
-1.78 0.02 -0.05
0.49 -0.57 -1.96
-1.21 0.12 0.19
0.12 0.05 0.27
-0.08 -0.12 0.69
0.72 1.14 -0.37
-0.42 -0.15 -0.38
-1.78 0.94 -1.03
0.95 0.13 1.82
0.68 2.15 0.43
0.08 0.01 -0.60

---

4.
Computed, not measured: a molecular structure, C4H26BO21 at a distorted geometry, with ωB97M-V/def2-TZVPD.

Results
HOMO level = -7.689 eV
F_max = 8.71 eV/A
E_tot = -1773.099707 a.u.
Charge = -1
Energy above the lowest of the compared OMol25 structures with the same formula, charge and spin = 128.4 kcal per mole

Each line ends with the Löwdin charge.
Element x y z (Å)
O -0.569000 1.191788 -3.561981  0.130
C -0.032000 0.750788 -2.527981  -0.325
O -0.489000 0.582788 -1.294981  0.244
B 0.603000 0.131788 -0.371981  -0.832
O 1.795000 0.248788 -1.239981  0.299
C 1.364000 0.678788 -2.369981  -0.413
O 2.065000 0.841788 -3.357981  0.130
O 0.345000 -1.214212 0.131019  0.340
C 0.528000 -1.015212 1.355019  -0.397
O 0.366000 -1.965212 2.130019  0.105
C 0.767000 0.309788 1.735019  -0.434
O 0.758000 1.052788 0.751019  0.326
O 1.041000 0.778788 2.837019  0.118
O 1.190000 2.150788 -5.729981  -0.178
H 1.888000 1.903788 -5.141981  -0.051
H 0.405000 1.691788 -4.993981  0.134
O -2.873000 -1.845212 -1.264981  -0.018
H -2.028000 -1.823212 -1.828981  0.071
H -2.656000 -1.972212 -0.436981  -0.099
O -0.287000 -3.303212 4.707019  -0.183
H -0.048000 -2.836212 3.719019  0.096
H -1.197000 -2.977212 4.983019  0.040
O -3.486000 0.651788 -0.566981  -0.094
H -2.923000 -0.248212 -0.616981  0.064
H -4.265000 0.277788 -0.176981  0.032
O -0.357000 -2.687212 -2.738981  -0.149
H -1.149000 -3.280212 -3.153981  0.132
H 0.072000 -3.296212 -1.987981  0.118
O 4.099000 -1.229212 -3.566981  -0.178
H 3.211000 -1.818212 -3.641981  0.092
H 3.598000 -0.365212 -3.249981  0.045
O -0.128000 1.034788 5.381019  -0.043
H 0.078000 0.743788 4.485019  -0.005
H -0.275000 1.948788 5.473019  0.007
O 0.122000 4.063788 0.103019  0.003
H 0.932000 3.780788 0.042019  -0.077
H -0.328000 3.379788 0.646019  0.011
O 3.333000 0.075788 4.348019  -0.021
H 2.624000 0.349788 3.814019  -0.047
H 2.811000 0.080788 5.125019  0.015
O 3.936000 1.262788 1.257019  -0.040
H 4.586000 0.797788 1.755019  0.020
H 3.019000 1.306788 1.636019  0.034
O -1.986000 2.437788 1.134019  -0.117
H -2.933000 2.811788 1.268019  0.097
H -2.381000 1.721788 0.537019  0.020
O -2.251000 -2.434212 1.400019  -0.051
H -1.273000 -2.504212 1.638019  0.042
H -2.447000 -1.720212 2.010019  0.051
O -3.237000 -0.229212 -3.914981  -0.042
H -3.377000 -0.628212 -3.039981  0.004
H -2.561000 0.351788 -3.622981  -0.025

Force components x, y, z for each atom (eV/Å):
0.25 -1.87 3.12
-3.59 3.01 -0.92
-1.66 -0.70 0.03
-0.21 1.60 -3.91
-0.34 -0.46 1.74
5.06 -0.99 -4.14
0.33 0.19 1.10
0.40 1.64 -2.83
-1.60 -7.58 3.99
0.50 1.25 0.17
1.89 3.77 5.95
-0.57 1.45 -4.25
-0.50 -1.45 -0.21
-4.26 -1.88 2.84
1.27 -0.10 0.30
2.97 2.10 -3.40
-0.27 1.30 -8.38
-1.37 -0.27 1.38
2.19 -1.81 7.11
-0.55 2.14 -3.30
-1.18 -1.68 4.27
1.80 -0.42 -0.85
2.33 -2.14 0.23
-1.55 2.75 -0.57
-1.03 0.01 0.30
-1.50 -3.71 1.01
3.00 1.95 1.52
-1.59 1.89 -2.51
-4.88 0.25 0.81
3.27 1.76 0.09
1.67 -2.04 -0.99
0.11 -2.33 0.76
0.02 0.76 -0.05
-0.12 1.59 -0.56
-7.11 1.69 1.09
7.23 -2.25 -0.65
-0.13 0.68 -0.54
1.57 -0.38 0.18
-1.23 0.64 -2.12
-0.24 -0.32 2.10
-1.94 1.04 -1.19
-0.04 -0.60 1.18
2.01 -0.31 0.11
-3.86 -0.64 -0.55
2.58 -0.08 0.22
1.24 0.57 0.32
1.72 0.18 0.58
-1.29 -0.50 -0.72
-0.72 0.25 0.17
-0.75 -1.22 0.73
-0.76 -0.30 -0.38
1.40 1.57 -0.37

---

5.
Computed, not measured: 2 unconnected molecules or ions with the total composition C8H15N4 at a distorted geometry, with ωB97M-V/def2-TZVPD.

Results
HOMO level = -12.916 eV
F_max = 6.32 eV/A
E_tot = -532.513023 a.u.
Charge = +1
Energy above the lowest of the compared OMol25 structures with the same formula, charge and spin = 50.2 kcal per mole

Each line ends with the Löwdin charge.
Element x y z (Å)
C 3.099914 -0.250837 -0.231680  -0.066
C 1.476707 1.257025 -0.428402  -0.123
C -2.723365 0.469199 -0.654036  -0.106
C -2.179235 -0.941162 -0.477528  -0.141
C -1.456088 1.339622 -0.440333  -0.144
C -0.735331 -0.823596 -0.284862  -0.292
C 0.152624 -1.999993 -0.318848  -0.001
C 2.088324 0.642209 1.898771  -0.026
N 2.802494 -0.184377 -1.493892  0.088
N 1.940172 0.851635 -1.614350  0.036
N 2.300299 0.674302 0.512153  -0.068
N -0.331830 0.403830 -0.187693  0.070
H 3.845335 -0.907270 0.183820  0.142
H -3.055056 0.615473 -1.756535  0.155
H -3.452984 0.495039 0.036490  0.071
H -2.607358 -1.620406 0.333909  0.163
H -2.469882 -1.637963 -1.206329  0.110
H -1.431016 2.048006 -1.301965  0.133
H -1.412505 1.844452 0.477523  0.099
H 0.633050 -2.321153 -1.279561  0.116
H -0.514016 -2.991731 -0.097008  0.156
H 0.939431 -1.983739 0.273581  0.004
H 2.860457 0.262356 2.435832  0.076
H 2.111608 1.575725 2.268457  0.068
H 1.201559 0.160770 2.304660  0.114
H 1.410460 0.941889 -2.486515  0.181
H 1.203658 2.328862 -0.236105  0.186

Force components x, y, z for each atom (eV/Å):
-1.76 0.89 -0.46
0.95 1.35 1.80
2.64 -0.83 -3.67
-0.82 -1.42 1.36
-0.77 -0.59 -0.02
1.13 1.16 -0.90
-4.29 -3.91 -2.50
-1.78 -0.85 0.01
1.29 -0.52 0.73
-0.95 0.07 -0.80
0.94 -1.52 -2.93
-0.48 -0.82 -1.58
-0.11 -0.02 0.17
0.05 -0.25 2.14
-2.82 1.35 2.03
0.44 1.50 0.04
0.14 -0.69 -1.99
1.03 -0.56 0.69
-0.84 1.59 1.09
-0.87 1.03 0.15
1.64 2.38 -0.15
3.45 0.28 3.35
2.71 -1.81 0.92
-0.48 3.72 1.13
-0.42 -0.25 -0.76
0.61 0.10 0.52
-0.63 -1.39 -0.37

---

6.
Computed, not measured: a single C2H4F2S molecule at a distorted geometry, with ωB97M-V/def2-TZVPD.

Results
HOMO level = -9.878 eV
F_max = 2.54 eV/A
E_tot = -676.508159 a.u.
Charge = 0
SMILES string = CC(F)(F)S
Energy above the lowest of the compared OMol25 structures with the same formula, charge and spin = 10.8 kcal per mole

Each line ends with the Löwdin charge.
Element x y z (Å)
C -0.254253 0.482782 -0.285940  -0.044
C 1.324902 0.460100 -0.117885  -0.940
F 1.701983 1.482616 0.660379  0.036
F 1.934956 0.623217 -1.306146  0.010
S 1.860176 -1.148201 0.516963  0.811
H -0.516818 1.498955 0.023427  0.074
H -0.734872 0.371549 -1.229014  0.060
H -0.866888 -0.174383 0.423165  0.096
H 2.978522 -0.703569 1.177741  -0.103

Force components x, y, z for each atom (eV/Å):
-0.27 0.43 2.35
-2.01 -1.48 -0.51
0.18 0.28 0.40
0.12 0.64 -0.72
0.56 0.04 0.96
-0.02 0.00 -0.01
0.57 -0.39 -1.19
1.47 0.63 -0.76
-0.61 -0.15 -0.53